Entry from the Open Molecules 2025 dataset: one molecule with the formula C6H9N in a non-equilibrium geometry (the ωB97M-V functional and the def2-TZVPD basis).

Each line ends with the natural charge from an NBO analysis.
Positions of all 16 atoms, in Å:
1 C -0.639 1.573 1.647  -0.651
2 C -0.425 1.477 0.198  0.066
3 C -0.094 1.790 -1.014  -0.201
4 C -0.323 0.354 -0.721  -0.133
5 N 0.839 -0.489 -0.572  -0.418
6 C 0.749 -1.806 -1.158  -0.260
7 C 0.571 -1.614 0.304  -0.270
8 H -1.628 1.157 1.867  0.230
9 H -0.547 2.574 2.062  0.226
10 H 0.096 0.908 2.117  0.237
11 H -1.220 -0.126 -1.128  0.146
12 H 0.169 2.000 -2.010  0.253
13 H 1.682 -2.210 -1.546  0.202
14 H -0.141 -2.036 -1.746  0.188
15 H -0.449 -1.683 0.691  0.186
16 H 1.359 -1.869 1.008  0.199

HOMO-LUMO gap, eV: 9.9741
Charge: 0
Strongest force on any atom, eV Å⁻¹: 1.87
SMILES: CC1=C[C@H]1N1CC1
E_HOMO, eV: -8.81